1.
112
Properties=species:S:1:pos:R:3:forces:R:3:lowdin_charge:R:1 method="wB97M-V/def2-TZVPD" largest_force_ha_per_bohr=0.05725 e_homo_ev=-4.890 relative_energy_kcal_mol=0.0 total_energy_ha=-5787.249743 charge=-1
C -5.8379 1.2513 3.9110 -0.31 0.91 -0.20 -0.13
C -4.9537 2.0796 2.8944 0.56 -1.07 0.27 -0.19
C -4.0672 1.0907 1.9847 -1.31 1.50 1.14 -0.21
O -2.7264 1.1794 2.4730 -0.43 -0.54 -1.53 -0.17
C -1.8240 0.6364 1.5028 1.45 -0.62 0.12 -0.14
C -0.3751 0.7998 2.1572 -0.17 0.21 -0.72 -0.37
C -0.1610 2.3679 2.1440 0.68 0.47 0.47 -0.21
N -0.0350 2.9920 3.4691 -0.04 0.35 -0.54 0.01
O -0.3727 0.1771 3.4354 -0.15 0.79 -0.16 -0.03
B -0.1207 -1.2484 3.2962 -0.24 0.17 -0.97 -1.25
I 1.7116 -2.0587 4.3673 1.14 -0.08 1.02 0.65
C -1.2731 -2.3154 3.7437 -1.03 -0.14 0.01 -0.19
C -2.5591 -1.6631 4.3937 -0.08 -0.84 0.27 -0.18
C -2.2716 -0.8245 5.6819 -0.43 -0.16 -0.78 -0.13
F -3.5351 -0.7082 6.3748 0.85 0.21 -0.24 -0.14
O 0.3380 -1.3453 1.8796 1.14 1.10 -1.87 -0.10
C 0.7152 -0.0910 1.3819 -2.84 -0.72 0.26 -0.72
N 0.6740 0.0275 -0.0912 0.16 -0.72 0.70 0.04
Br 2.6074 0.4959 1.8344 0.00 -0.02 0.55 0.72
H -6.5987 1.9528 4.3547 0.65 -0.71 -0.21 0.07
H -6.4174 0.4355 3.4021 0.64 0.62 0.45 0.07
H -5.2095 0.8434 4.7476 -0.56 0.19 -0.90 0.07
H -4.2147 2.6589 3.5047 -0.65 -0.23 -0.66 0.11
H -5.5579 2.7898 2.2648 0.49 -0.81 0.62 0.10
H -4.1579 1.4618 0.9296 0.30 -0.67 0.65 0.12
H -4.5188 0.0685 2.1308 0.74 0.67 -0.54 0.12
H -1.8290 1.2099 0.5313 -0.24 -0.50 0.86 0.13
H -2.0246 -0.4480 1.2940 -0.03 0.81 0.21 0.14
H -1.0023 2.8949 1.6121 0.66 -0.83 0.47 0.11
H 0.7744 2.6392 1.5741 -0.89 -0.46 0.50 0.09
H 0.9194 2.9871 3.8122 -0.35 -0.41 0.08 0.06
H -0.6884 2.6042 4.1428 0.40 -0.14 -0.17 0.06
H -0.8857 -3.0819 4.4660 -0.33 0.75 -0.68 0.04
H -1.6220 -2.9055 2.8405 0.36 0.63 0.79 0.11
H -3.1692 -1.1075 3.6297 0.76 -0.11 0.88 0.09
H -3.2214 -2.5189 4.7260 0.57 0.85 -0.21 0.11
H -1.5734 -1.3248 6.3940 -0.49 0.26 -0.67 0.12
H -1.9164 0.2072 5.4526 -0.31 -0.82 0.17 0.11
H 1.4367 0.6448 -0.3797 -0.44 -0.10 0.19 0.04
H 0.9196 -0.8772 -0.5100 -0.18 0.16 0.47 0.09
C -9.4054 -4.4406 7.6439 -0.19 -0.24 -0.03 -0.06
O -8.6249 -3.3801 8.1871 -0.04 -0.02 0.04 0.00
C -7.8431 -2.7631 7.2894 0.27 0.35 0.25 -0.62
O -7.7655 -3.0339 6.1212 -0.12 -0.10 -0.04 0.13
O -7.1715 -1.8002 7.9206 -0.30 -0.20 0.03 0.01
C -6.2866 -1.0498 7.0792 0.27 0.23 -0.24 -0.04
H -9.9946 -4.8637 8.4562 0.14 0.19 0.10 0.09
H -10.0865 -4.0653 6.8789 0.15 -0.05 -0.07 0.10
H -8.7631 -5.2222 7.2361 -0.05 0.12 -0.12 0.10
H -6.8450 -0.5400 6.2923 0.02 -0.17 -0.02 0.09
H -5.5226 -1.6948 6.6514 -0.16 0.04 -0.05 0.08
H -5.7977 -0.3003 7.6978 -0.13 -0.18 0.15 0.09
C 5.7856 4.5042 -2.6433 0.00 0.32 -0.14 -0.04
O 5.7010 3.1151 -2.3315 -0.21 0.07 0.17 -0.05
C 5.7821 2.8381 -1.0170 -0.15 -0.42 0.19 -0.61
O 5.9144 3.6443 -0.1382 0.03 0.09 -0.13 0.14
O 5.6880 1.5118 -0.8627 -0.02 0.48 -0.32 -0.02
C 5.7575 1.0738 0.4973 0.11 -0.21 0.55 -0.07
H 5.7080 4.6026 -3.7252 -0.02 -0.26 0.05 0.09
H 4.9623 5.0528 -2.1845 0.14 -0.02 0.11 0.10
H 6.7454 4.9129 -2.3246 -0.12 0.00 0.13 0.10
H 4.9332 1.4886 1.0778 0.23 0.07 -0.11 0.01
H 6.7171 1.3450 0.9403 -0.08 0.14 -0.07 0.10
H 5.6694 -0.0110 0.4993 -0.08 0.10 -0.25 0.09
C -9.5238 -0.0522 -0.0763 -0.28 -0.26 0.11 -0.05
O -8.3443 0.7482 -0.0503 0.06 0.10 -0.08 0.00
C -8.1621 1.4897 -1.1469 0.20 -0.05 0.28 -0.62
O -8.8881 1.5264 -2.1046 -0.04 0.01 -0.04 0.12
O -7.0310 2.1831 -0.9911 -0.10 -0.06 0.03 0.00
C -6.7100 3.0257 -2.0957 0.21 0.26 -0.24 -0.04
H -9.5646 -0.6061 0.8600 0.22 0.15 0.00 0.09
H -10.4135 0.5749 -0.1488 0.07 -0.04 -0.15 0.10
H -9.4877 -0.7649 -0.9011 -0.06 0.15 -0.04 0.10
H -7.4878 3.7752 -2.2476 -0.03 -0.15 -0.08 0.10
H -6.5625 2.4352 -3.0007 -0.16 0.04 0.03 0.10
H -5.7779 3.5357 -1.8584 -0.06 -0.16 0.20 0.09
C -1.3129 -4.2483 -4.9298 -0.01 -0.35 -0.07 -0.05
O -1.6266 -2.8651 -4.7887 -0.02 0.05 -0.02 0.00
C -0.7242 -2.1712 -4.0842 -0.19 0.26 0.01 -0.62
O 0.2776 -2.6150 -3.5918 0.04 -0.07 -0.04 0.13
O -1.1326 -0.9019 -4.0258 -0.05 -0.17 -0.17 0.00
C -0.2556 -0.0418 -3.2952 0.24 0.27 0.27 -0.04
H -2.1087 -4.7071 -5.5146 -0.06 0.25 0.03 0.09
H -0.3702 -4.3772 -5.4634 0.02 0.01 0.17 0.10
H -1.2722 -4.7355 -3.9550 0.15 0.07 -0.05 0.10
H 0.7284 -0.0060 -3.7661 -0.03 -0.13 0.07 0.10
H -0.1746 -0.3648 -2.2571 0.00 0.04 -0.20 0.06
H -0.6826 0.9595 -3.3123 -0.19 -0.17 -0.11 0.10
C 12.0756 1.3779 -3.0907 0.36 0.06 0.10 -0.05
O 10.8931 1.0065 -3.7959 -0.04 -0.02 -0.06 0.00
C 9.7670 1.1394 -3.0827 -0.28 -0.06 -0.15 -0.60
O 9.6927 1.5301 -1.9496 0.09 0.03 0.02 0.14
O 8.7449 0.7605 -3.8547 0.32 0.37 0.60 -0.05
C 7.4643 0.8504 -3.2166 -0.30 -0.10 0.16 -0.01
H 12.9189 1.2297 -3.7634 -0.21 -0.07 -0.13 0.09
H 12.0392 2.4298 -2.8049 -0.08 -0.11 0.12 0.10
H 12.2153 0.7460 -2.2130 -0.10 0.14 0.03 0.10
H 7.2421 1.8754 -2.9339 0.24 -0.27 -0.05 0.08
H 7.4236 0.1961 -2.3465 0.08 0.14 -0.01 0.10
H 6.7129 0.5187 -3.9323 0.23 -0.01 -0.12 0.10
C 8.6216 -0.3552 -6.3220 0.28 0.09 -0.24 -0.03
O 8.1673 -1.6642 -6.6804 -0.17 -0.10 -0.29 0.02
C 7.3992 -1.6985 -7.7713 0.19 -0.15 0.33 -0.62
O 7.0781 -0.7531 -8.4414 -0.04 0.00 -0.09 0.12
O 7.0470 -2.9712 -7.9903 0.03 0.03 0.01 0.00
C 6.2171 -3.1563 -9.1342 -0.21 -0.14 -0.25 -0.05
H 9.2298 -0.4502 -5.4361 -0.07 -0.37 -0.17 0.08
H 9.2356 0.0688 -7.1190 -0.22 0.02 -0.07 0.11
H 7.7783 0.2966 -6.0981 0.05 -0.04 -0.17 0.09
H 6.7351 -2.8415 -10.0412 -0.09 0.13 0.08 0.10
H 5.2777 -2.6140 -9.0206 0.12 0.09 -0.07 0.10
H 5.9971 -4.2198 -9.2111 0.15 0.03 0.21 0.09

---

2.
119
Properties=species:S:1:pos:R:3:forces:R:3:lowdin_charge:R:1 method="wB97M-V/def2-TZVPD" largest_force_ha_per_bohr=0.03643 s_squared=2.0111 e_homo_ev="-7.291 / -7.506" multiplicity=3 total_energy_ha=-10387.522034 charge=0
Ni -0.0817 -3.3552 -0.1957 0.92 1.36 0.91 -0.14
Cl -0.7610 -7.4752 -1.1795 -0.03 0.23 0.13 0.53
C -1.1702 -6.0910 -2.2031 0.25 -0.31 -0.18 -0.92
Cl -1.6203 -4.5887 -1.3527 -0.96 -0.77 -0.60 0.64
H -2.0242 -6.3931 -2.7965 -0.06 0.22 -0.02 0.03
H -0.3080 -5.8770 -2.8246 -0.03 0.15 0.01 0.02
C -4.4452 -4.1848 2.5132 0.12 0.09 -0.01 -0.05
C -3.6147 -3.0157 2.9752 -0.01 -0.06 -0.02 -0.27
C -3.9070 -1.7222 2.5670 0.00 -0.01 -0.06 0.00
C -3.1070 -0.6476 2.9359 0.08 -0.01 0.07 -0.22
C -3.4903 0.7589 2.5581 0.00 -0.07 0.00 -0.05
C -1.9651 -0.8877 3.7076 -0.10 -0.07 0.01 -0.18
C -1.6892 -2.1771 4.1857 -0.09 0.10 -0.05 -0.26
C -0.4878 -2.4843 5.0409 -0.05 -0.03 -0.06 -0.04
C -2.5234 -3.2198 3.8080 0.00 0.05 0.00 -0.04
C -1.0781 0.2466 4.0923 0.11 0.11 0.04 -0.22
C -1.2139 0.7220 5.3948 -0.05 -0.05 -0.10 -0.04
C -0.3850 1.7138 5.8810 -0.01 0.05 0.06 -0.06
C 0.6002 2.2297 5.0627 0.04 0.01 0.03 -0.03
C 0.7548 1.7896 3.7485 -0.10 -0.08 0.06 -0.22
C -0.1054 0.8076 3.2404 -0.11 -0.26 -0.53 -0.17
Ge 0.0631 0.0611 1.3652 0.18 0.12 -0.44 0.14
S 0.2730 -2.1056 1.6389 0.10 -0.05 0.14 0.29
S 1.7210 0.8134 -0.0372 -0.56 0.00 0.08 0.26
Ge 0.2334 0.1093 -1.6261 0.25 0.20 0.75 0.10
S 0.6237 -2.0484 -1.8670 -0.13 -0.28 -0.51 0.27
S -1.5439 0.4446 -0.2358 0.40 -0.18 0.09 0.25
C 0.3013 1.1345 -3.3568 -0.03 -0.63 0.39 -0.18
C 0.5576 0.4819 -4.5767 -0.01 0.14 -0.01 -0.22
C 0.7141 1.2315 -5.7420 0.02 -0.06 0.06 -0.03
C 0.6280 2.6093 -5.7197 0.01 0.06 -0.06 -0.05
C 0.3385 3.2463 -4.5298 0.01 0.02 0.02 -0.03
C 0.1615 2.5261 -3.3490 -0.08 0.01 -0.11 -0.23
C -0.2685 3.3409 -2.1799 -0.08 0.20 0.13 -0.16
C 0.6464 4.1414 -1.4995 0.02 -0.11 -0.07 -0.20
C 2.1260 4.0410 -1.7573 -0.05 0.06 0.02 -0.03
C 0.1740 5.0721 -0.5785 0.00 0.03 -0.08 -0.02
C -1.1773 5.2158 -0.3127 -0.02 0.03 -0.04 -0.27
C -1.6880 6.2604 0.6433 -0.02 -0.05 -0.02 -0.06
C -2.0731 4.3865 -0.9815 0.03 -0.02 -0.04 -0.01
C -1.6436 3.4694 -1.9258 0.01 -0.06 -0.01 -0.23
C -2.6441 2.6509 -2.6977 0.07 0.04 0.06 -0.05
C 0.6373 -0.9939 -4.7723 0.00 -0.12 -0.11 -0.22
C -0.5281 -1.7266 -4.9991 0.04 0.06 -0.05 -0.24
C -1.8863 -1.0840 -4.9024 0.09 -0.08 0.07 -0.02
C -0.4266 -3.0864 -5.2751 0.03 0.02 0.04 -0.03
C 0.8029 -3.7225 -5.3329 -0.03 -0.06 0.01 -0.28
C 0.9087 -5.1917 -5.6482 0.05 0.12 -0.03 -0.06
C 1.9531 -2.9706 -5.1247 0.01 0.04 0.04 -0.02
C 1.8903 -1.6152 -4.8448 -0.07 0.03 -0.06 -0.26
C 3.1440 -0.8285 -4.5797 -0.06 -0.05 0.03 -0.02
C 1.8794 2.3900 2.9824 0.13 0.09 -0.06 -0.17
C 1.7956 3.7132 2.5475 -0.07 -0.12 0.04 -0.19
C 0.5614 4.5452 2.7826 0.10 -0.01 -0.04 -0.01
C 2.8896 4.2769 1.8985 0.01 -0.01 -0.02 -0.02
C 4.0583 3.5633 1.6893 0.03 0.06 -0.03 -0.28
C 5.2345 4.1859 0.9851 -0.07 -0.07 0.03 -0.05
C 4.1324 2.2569 2.1603 -0.03 -0.01 0.02 -0.03
C 3.0670 1.6610 2.8158 -0.01 0.05 0.04 -0.26
C 3.1948 0.2644 3.3644 -0.08 0.04 -0.11 -0.03
H -5.3997 -3.8532 2.1064 -0.02 -0.05 0.00 0.07
H -4.6359 -4.8795 3.3331 -0.03 -0.02 -0.02 0.07
H -3.9096 -4.7233 1.7251 -0.07 -0.05 -0.01 0.07
H -4.7797 -1.5415 1.9481 -0.01 0.01 0.01 0.12
H -4.4682 0.7737 2.0787 -0.01 0.02 0.00 0.08
H -2.7745 1.2004 1.8649 -0.03 0.08 0.04 0.00
H -3.5191 1.3964 3.4435 -0.04 0.02 0.00 0.09
H -0.0655 -1.5902 5.4907 0.04 -0.01 0.05 0.07
H 0.2887 -2.9416 4.4241 0.03 0.01 0.00 0.05
H -0.7484 -3.1871 5.8338 -0.01 0.00 0.00 0.08
H -2.3066 -4.2235 4.1626 0.01 0.00 0.03 0.10
H -1.9773 0.2809 6.0248 0.01 0.01 0.02 0.13
H -0.4980 2.0697 6.8973 0.01 0.02 0.00 0.11
H 1.2728 2.9937 5.4340 0.02 -0.01 -0.01 0.13
H 0.8993 0.7054 -6.6709 0.02 0.00 0.00 0.13
H 0.7670 3.1816 -6.6284 -0.02 0.00 0.00 0.11
H 0.2320 4.3238 -4.4973 -0.01 0.00 0.01 0.13
H 2.3507 3.2905 -2.5121 0.06 0.01 0.01 0.07
H 2.6402 3.7631 -0.8377 0.05 -0.03 0.05 0.05
H 2.5237 5.0019 -2.0935 0.02 -0.02 -0.01 0.09
H 0.8933 5.7139 -0.0806 -0.01 0.03 0.01 0.11
H -0.8845 6.9118 0.9860 -0.01 0.01 0.02 0.08
H -2.1508 5.7983 1.5180 0.01 0.01 0.02 0.08
H -2.4463 6.8778 0.1594 0.00 0.03 0.02 0.08
H -3.1360 4.4805 -0.7841 -0.01 0.02 -0.02 0.12
H -3.6602 2.9743 -2.4758 -0.01 -0.02 0.01 0.08
H -2.5565 1.5939 -2.4361 -0.06 0.02 -0.08 0.03
H -2.4728 2.7418 -3.7717 -0.04 -0.02 -0.02 0.08
H -1.8608 -0.0383 -5.2048 -0.05 0.00 -0.01 0.08
H -2.2401 -1.1226 -3.8670 -0.03 0.04 0.00 0.08
H -2.6072 -1.6139 -5.5245 -0.03 0.00 0.02 0.08
H -1.3349 -3.6556 -5.4487 -0.01 -0.02 0.00 0.11
H -0.0497 -5.6965 -5.5210 0.00 -0.02 -0.02 0.07
H 1.6516 -5.6731 -5.0097 -0.02 -0.04 -0.01 0.08
H 1.2277 -5.3311 -6.6833 -0.02 -0.09 0.01 0.08
H 2.9222 -3.4569 -5.1704 0.01 0.00 0.02 0.12
H 4.0191 -1.4753 -4.6211 0.02 0.02 0.00 0.08
H 3.0991 -0.3729 -3.5871 0.05 0.01 -0.01 0.08
H 3.2676 -0.0231 -5.3056 0.03 0.02 0.02 0.08
H -0.2391 3.9626 3.2299 -0.06 0.04 -0.01 0.08
H 0.1991 4.9504 1.8415 0.02 -0.01 0.11 0.03
H 0.7880 5.3822 3.4476 -0.03 0.01 0.01 0.09
H 2.8250 5.3044 1.5546 0.01 0.02 0.00 0.12
H 5.0392 5.2305 0.7449 0.02 0.00 -0.02 0.07
H 5.4534 3.6547 0.0565 0.02 0.02 -0.01 0.08
H 6.1256 4.1363 1.6130 0.03 0.03 -0.04 0.08
H 5.0458 1.6901 2.0125 0.01 0.00 0.03 0.12
H 4.2359 -0.0555 3.3664 0.01 0.00 -0.01 0.08
H 2.6246 -0.4482 2.7613 0.03 -0.06 0.04 0.04
H 2.8071 0.2137 4.3829 0.01 -0.06 0.01 0.09
N -1.3204 -6.6967 3.4781 -0.37 0.15 0.51 0.15
N -0.4055 -6.0629 2.6842 0.22 0.07 -0.41 -0.27
N 0.8444 -5.8933 3.0442 0.04 -0.05 0.23 0.15
C 1.3146 -5.1853 2.0319 0.03 0.02 -0.29 -0.20
N 0.3708 -4.9697 1.1052 0.04 0.11 -0.01 -0.11
N -0.7308 -5.5322 1.5496 -0.21 -0.30 0.12 0.07
H -0.9230 -7.5196 3.9075 0.14 -0.07 -0.16 0.11
H -2.1610 -6.8798 2.9481 0.05 -0.03 -0.13 0.10
H 2.3246 -4.8247 1.9606 0.00 0.02 0.01 0.12